(1)
# C26H28FMnNOP2

A structure of composition C26H28FMnNOP2 at a distorted geometry (wB97M-V/def2-TZVPD, the Open Molecules 2025 dataset).

- energy above the lowest of the compared OMol25 structures with the same formula, charge and spin (kJ/mol) = 0.00
- expectation value of S² = 6.1215
- E_LUMO (spin up / spin down) (eV) = -4.454 / -4.558
- Kohn-Sham gap (spin up / spin down) (hartree) = 0.177 / 0.232

```
! RIJCOSX wB97M-V def2-TZVPD def2/J DEFGRID3
* xyz 1 5
C 3.113 -2.308 -2.246
C 1.949 -1.599 -1.927
C 1.194 -1.960 -0.777
C 1.840 -2.711 0.241
C 3.142 -3.228 -0.011
C 3.730 -3.076 -1.254
C 1.141 -2.777 1.442
C -0.258 -2.939 1.326
C -0.874 -2.214 0.275
C -2.227 -2.371 -0.091
C -2.971 -3.362 0.557
C -2.398 -4.059 1.638
C -1.098 -3.802 2.062
H 3.607 -2.139 -3.205
H 3.642 -3.770 0.802
H 4.718 -3.501 -1.448
H 1.648 -3.065 2.358
H -4.004 -3.558 0.250
H -3.010 -4.796 2.162
H -0.677 -4.313 2.925
N -0.006 -1.332 -0.424
Mn -0.449 0.346 0.199
C 1.757 -0.221 -2.402
H 0.723 -0.038 -2.719
H 2.467 0.099 -3.167
C -2.843 -1.371 -1.062
H -2.355 -1.386 -2.050
H -3.917 -1.551 -1.193
P 2.096 0.725 -0.770
P -2.579 0.333 -0.344
C -3.752 0.304 1.053
H -3.884 1.312 1.462
H -4.729 -0.090 0.735
H -3.356 -0.343 1.849
C -3.126 1.635 -1.502
H -4.195 1.547 -1.744
H -2.942 2.615 -1.035
H -2.532 1.581 -2.428
C 3.763 1.490 -0.843
H 4.026 1.787 -1.870
H 3.750 2.377 -0.188
H 4.509 0.780 -0.460
C 1.133 2.127 -1.604
H 0.927 2.954 -0.924
H 1.728 2.491 -2.458
H 0.166 1.758 -1.990
C -0.315 0.071 1.985
O -0.309 -0.355 3.079
H 2.633 -0.346 0.272
F 0.267 6.322 1.455
C 0.092 4.959 1.449
C 1.208 4.131 1.552
C 1.009 2.740 1.486
C -0.258 2.192 1.226
C -1.357 3.050 1.218
C -1.196 4.450 1.317
H 2.201 4.558 1.691
H 1.873 2.081 1.624
H -2.374 2.653 1.151
H -2.062 5.112 1.295
*
```

---

(2)
# C4H8NO2

The ion C4H8NO2 with charge +1 at a distorted geometry (wB97M-V/def2-TZVPD, the Open Molecules 2025 dataset).

- energy above the lowest of the compared OMol25 structures with the same formula, charge and spin (kJ/mol) = 473.78
- E_LUMO (eV) = -4.750
- Kohn-Sham gap (hartree) = 0.340

```
! RIJCOSX wB97M-V def2-TZVPD def2/J DEFGRID3
* xyz 1 1
C 1.292 1.050 -0.566
C -1.516 -0.263 -0.933
C 0.170 0.920 0.178
C 0.030 -0.330 1.100
N -1.242 -0.942 0.387
O -0.880 -0.981 -1.830
O 1.150 -1.102 1.113
H 1.151 1.982 -1.011
H -0.569 1.662 0.343
H 1.964 0.304 -0.992
H -0.432 0.057 2.011
H -2.134 -0.742 0.944
H -1.110 -2.012 0.183
H -1.265 -0.716 -2.693
H 1.214 -1.767 1.818
*
```

---

(3)
# C24H17N10O3SV

A structure of composition C24H17N10O3SV at a distorted geometry (wB97M-V/def2-TZVPD, the Open Molecules 2025 dataset).

- energy above the lowest of the compared OMol25 structures with the same formula, charge and spin (kJ/mol) = 183.89
- expectation value of S² = 2.0163
- E_LUMO (spin up / spin down) (eV) = -1.805 / -1.157
- Kohn-Sham gap (spin up / spin down) (hartree) = 0.250 / 0.274

```
! RIJCOSX wB97M-V def2-TZVPD def2/J DEFGRID3
* xyz 0 3
V 0.453 -0.566 -0.237
O 1.812 2.817 -2.240
C 1.485 1.709 -1.773
O 0.609 1.407 -0.858
C 2.134 0.519 -2.397
C 2.828 0.687 -3.637
C 3.864 -0.222 -4.001
C 4.233 -1.216 -3.026
C 5.199 -2.207 -3.251
C 5.368 -3.349 -2.468
C 4.505 -3.469 -1.383
C 3.552 -2.485 -1.030
C 3.405 -1.342 -1.833
N 2.316 -0.513 -1.584
H 2.633 1.570 -4.159
H 4.139 -0.284 -5.089
H 5.847 -2.012 -4.146
H 6.041 -4.133 -2.814
H 4.603 -4.282 -0.694
H 2.875 -2.619 -0.160
N -1.413 -3.404 -0.228
C -0.448 -3.262 0.754
N -0.387 -3.868 1.976
N 0.746 -3.381 2.504
N 1.318 -2.541 1.761
N 0.577 -2.353 0.650
C -1.339 -2.800 -1.496
N -1.707 -3.355 -2.642
N -1.438 -2.341 -3.553
N -0.960 -1.311 -3.018
N -0.849 -1.521 -1.674
H -1.952 -4.310 -0.114
O -0.993 -0.008 1.212
S -0.878 1.505 1.669
C -2.068 2.539 0.706
C -1.373 3.495 -0.082
C -2.110 4.429 -0.867
C -3.490 4.366 -0.943
C -4.120 3.408 -0.221
C -3.468 2.528 0.668
C -1.715 1.356 3.271
C -2.275 0.126 3.604
C -3.016 0.058 4.787
C -3.096 1.111 5.671
C -2.322 2.248 5.394
C -1.616 2.346 4.220
H -0.285 3.706 -0.052
H -1.602 5.276 -1.327
H -4.122 5.111 -1.441
H -5.219 3.363 -0.278
H -4.110 1.814 1.168
H -1.833 -0.688 3.046
H -3.538 -0.882 4.936
H -3.745 1.052 6.553
H -2.206 3.060 6.131
H -0.850 3.117 4.033
*
```

---

(4)
# C35H70N3O7S

A cluster of 8 separate species, C35H70N3O7S in total at a distorted geometry (wB97M-V/def2-TZVPD, the Open Molecules 2025 dataset).

- E_LUMO (eV) = -2.710
- Kohn-Sham gap (hartree) = 0.286

```
! RIJCOSX wB97M-V def2-TZVPD def2/J DEFGRID3
* xyz 1 1
C 1.792 -2.696 -0.806
C 1.473 -1.339 -1.534
C 0.686 -0.332 -0.653
C -0.615 -0.909 -0.015
N -1.787 0.023 -0.125
C -2.944 -0.645 -0.524
C -4.052 -0.039 -1.267
N -5.015 -1.027 -1.497
C -4.548 -2.159 -0.943
S -5.288 -3.790 -0.907
N -3.333 -1.978 -0.344
H 1.870 -2.560 0.289
H 2.746 -3.104 -1.188
H 1.009 -3.441 -1.066
H 2.465 -0.879 -1.743
H 1.019 -1.519 -2.531
H 1.358 -0.015 0.171
H 0.513 0.581 -1.271
H -0.823 -1.913 -0.441
H -0.422 -1.029 1.073
H -1.566 0.618 -0.931
H -4.042 1.022 -1.548
H -5.895 -0.883 -1.978
H -4.375 -4.509 -1.639
H -2.766 -2.658 0.170
C -0.699 -2.872 -5.198
C -1.920 -3.156 -4.342
C -2.276 -1.769 -3.818
O -1.867 -0.848 -4.831
C -1.050 -1.524 -5.796
H -0.504 -3.632 -5.953
H 0.188 -2.784 -4.565
H -2.729 -3.538 -4.970
H -1.738 -3.876 -3.543
H -1.726 -1.532 -2.898
H -3.342 -1.648 -3.615
H -1.636 -1.637 -6.713
H -0.171 -0.919 -6.019
C -2.491 3.791 1.905
C -2.136 4.952 0.991
C -1.943 4.255 -0.345
O -2.817 3.115 -0.345
C -3.317 2.911 0.985
H -3.028 4.086 2.806
H -1.581 3.266 2.208
H -2.979 5.647 0.931
H -1.257 5.510 1.309
H -0.915 3.893 -0.459
H -2.180 4.898 -1.194
H -4.372 3.206 0.996
H -3.248 1.853 1.243
C -3.044 -6.185 3.425
C -2.263 -6.840 2.297
C -2.371 -5.803 1.197
O -2.456 -4.519 1.840
C -2.686 -4.719 3.246
H -2.790 -6.564 4.414
H -4.117 -6.330 3.269
H -1.221 -6.965 2.589
H -2.652 -7.814 2.002
H -3.285 -5.944 0.606
H -1.514 -5.818 0.522
H -1.762 -4.469 3.776
H -3.475 -4.048 3.587
C 1.419 -10.382 2.371
C 2.065 -9.926 1.074
C 1.020 -8.971 0.523
O 0.354 -8.390 1.652
C 0.720 -9.116 2.835
H 2.128 -10.768 3.104
H 0.682 -11.163 2.165
H 2.990 -9.385 1.291
H 2.300 -10.741 0.390
H 0.271 -9.503 -0.074
H 1.456 -8.181 -0.091
H 1.392 -8.484 3.424
H -0.173 -9.322 3.428
C 4.820 0.054 3.013
C 5.147 1.216 2.089
C 5.327 0.514 0.755
O 4.466 -0.636 0.772
C 3.989 -0.839 2.109
H 4.294 0.349 3.920
H 5.740 -0.460 3.304
H 4.296 1.901 2.040
H 6.025 1.785 2.392
H 6.355 0.163 0.626
H 5.068 1.151 -0.093
H 2.930 -0.554 2.135
H 4.071 -1.896 2.371
C -1.900 8.111 -2.121
C -1.801 9.122 -0.991
C -0.773 8.473 -0.081
O 0.106 7.715 -0.922
C -0.464 7.627 -2.235
H -2.283 8.528 -3.052
H -2.551 7.284 -1.823
H -1.416 10.070 -1.373
H -2.750 9.317 -0.491
H -1.245 7.778 0.623
H -0.196 9.204 0.488
H 0.120 8.272 -2.900
H -0.393 6.600 -2.597
C 4.574 8.693 1.372
C 3.189 8.310 0.875
C 3.518 7.422 -0.312
O 4.767 6.783 -0.016
C 5.358 7.415 1.125
H 4.595 9.010 2.415
H 4.977 9.504 0.760
H 2.665 7.732 1.642
H 2.566 9.163 0.608
H 3.650 8.012 -1.225
H 2.754 6.666 -0.494
H 5.273 6.727 1.974
H 6.416 7.600 0.934
*
```